# 1
Formula: C9H27N9O18
Source: the OMol25 dataset
Level of theory: ωB97M-V/def2-TZVPD

Values from the calculation:
Gap between HOMO and LUMO   10.264 eV
HOMO energy   -10.4 eV
Molar mass   549.360 g mol⁻¹
SMILES string   C[N+](=O)[O-].C[N+](=O)[O-].C[N+](=O)[O-].C[N+](=O)[O-].C[N+](=O)[O-].C[N+](=O)[O-].C[N+](=O)[O-].C[N+](=O)[O-].C[N+](=O)[O-]

ORCA input file:
```
! wB97M-V def2-TZVPD RIJCOSX def2/J DEFGRID3
* xyz 0 1
C -2.9095 -8.0286 1.4130
N -3.9227 -8.4117 2.4615
O -3.9111 -7.7523 3.4462
O -4.5785 -9.4062 2.2220
H -2.9365 -8.5696 0.4671
H -1.9912 -8.3916 1.8746
H -3.0282 -6.9684 1.1890
C -5.7668 2.6276 -4.3853
N -5.6860 1.8785 -3.0644
O -4.7231 2.0063 -2.3367
O -6.6854 1.5041 -2.4947
H -6.7576 2.4897 -4.8184
H -5.0140 2.3184 -5.1104
H -5.6735 3.6784 -4.1112
C 1.4062 -0.2633 -0.4251
N 0.9424 -1.4011 0.3473
O 1.2130 -2.5284 -0.0466
O 0.4364 -1.1308 1.4086
H 2.2981 0.2045 -0.0084
H 0.5073 0.3523 -0.3911
H 1.6091 -0.5581 -1.4546
C 1.3828 -5.3019 6.0373
N 2.6130 -5.2451 5.2520
O 3.3094 -4.3050 5.4721
O 2.8026 -6.1306 4.4722
H 1.1600 -4.2779 6.3371
H 1.6275 -5.9278 6.8955
H 0.5268 -5.7206 5.5081
C 6.7026 2.0861 5.1126
N 5.3769 2.5354 5.4800
O 5.2507 2.8039 6.6783
O 4.5519 2.4991 4.5316
H 6.5523 1.2361 4.4470
H 7.3384 1.6981 5.9084
H 7.2147 2.8845 4.5756
C 6.9281 4.8707 -2.0301
N 7.0052 3.6764 -2.9157
O 7.5722 2.6921 -2.4569
O 6.6290 3.8292 -4.0803
H 7.9356 5.2694 -1.9115
H 6.5716 4.6004 -1.0362
H 6.3699 5.5740 -2.6481
C 1.0741 7.6931 -4.9831
N 0.9490 6.2242 -4.8448
O 1.3341 5.7197 -3.7717
O 0.4528 5.5270 -5.7386
H 1.0556 8.1326 -3.9858
H 0.2668 8.0407 -5.6278
H 2.0002 7.8968 -5.5206
C -5.1615 0.3084 5.2975
N -5.7707 1.1415 6.4174
O -5.5927 2.4016 6.5321
O -6.5102 0.6612 7.2150
H -4.8955 0.8823 4.4099
H -5.8034 -0.4988 4.9448
H -4.2416 -0.0529 5.7573
C -3.1344 -2.5299 -7.9854
N -2.3973 -2.4090 -6.6958
O -2.9666 -2.5623 -5.6980
O -1.2071 -2.1395 -6.7137
H -2.5650 -3.3093 -8.4917
H -2.9139 -1.5333 -8.3679
H -4.2224 -2.5900 -7.9603
*
```


# 2
Formula: C3H6ClNOS
Source: the OMol25 dataset
Level of theory: ωB97M-V/def2-TZVPD

Values from the calculation:
Gap between HOMO and LUMO   8.657 eV
HOMO energy   -9.2 eV
Molar mass   139.607 g mol⁻¹

ORCA input file:
```
! wB97M-V def2-TZVPD RIJCOSX def2/J DEFGRID3
* xyz 0 1
C 1.0867 -0.2475 -2.1277
C 0.0465 -0.4002 1.8564
C 0.0212 1.9581 0.5904
N 0.2252 0.0593 -1.3908
O 1.6958 -0.7681 -2.9458
S 0.6001 1.3431 1.9158
Cl -2.3621 -2.0105 -1.2411
H 1.0040 -0.9668 1.6903
H -0.5839 -0.6029 0.9087
H -0.3883 -0.7835 2.8579
H 0.0740 2.9895 0.4826
H -1.5498 -1.3525 -1.9071
H 0.1305 0.7820 -0.6896
*
```


# 3
Formula: C3H9NO2
Source: the OMol25 dataset
Level of theory: ωB97M-V/def2-TZVPD

Values from the calculation:
Gap between HOMO and LUMO (spin up / spin down)   12.518 / 4.917 eV
HOMO energy (spin up / spin down)   -15.5 / -14.7 eV
Molar mass   91.110 g mol⁻¹
Expectation value of S²   0.76

ORCA input file:
```
! wB97M-V def2-TZVPD RIJCOSX def2/J DEFGRID3
* xyz 1 2
C 1.6041 -0.0195 1.9811
C 1.0525 -0.0816 0.5931
O 0.2644 0.7591 0.1646
N 1.3344 -1.1179 -0.1883
H 0.7799 0.0959 2.6708
H 2.1125 0.9609 2.0517
H 0.9980 -1.0208 -1.1356
H 2.2221 -1.6154 -0.1437
H 2.3369 -0.7591 2.2591
C -2.4123 0.6630 -1.4165
O -1.6149 -0.4729 -1.4688
H -0.7113 -0.2628 -1.1860
H -3.1585 0.5922 -2.2023
H -2.9455 0.6787 -0.4408
H -1.8623 1.6000 -1.5384
*
```


# 4
Formula: C32H63ClN9O5P2S
Source: the OMol25 dataset
Level of theory: ωB97M-V/def2-TZVPD

Values from the calculation:
Gap between HOMO and LUMO   8.544 eV
HOMO energy   -11.5 eV
Molar mass   783.382 g mol⁻¹

ORCA input file:
```
! wB97M-V def2-TZVPD RIJCOSX def2/J DEFGRID3
* xyz 1 1
C 4.4364 4.4133 3.1059
C 3.3090 3.4807 2.6676
C 2.3524 4.1950 1.7264
O 1.0924 3.5197 1.5713
C 1.1041 2.5153 0.5778
C -0.3093 1.9141 0.5388
N -1.1149 2.2781 1.7146
C -1.6079 1.1255 2.2535
N -2.6791 1.0975 3.0031
C -3.2396 2.4124 3.4390
C -4.7181 2.4298 3.8242
C -5.2770 3.8534 3.6991
C -4.9048 4.7584 4.8813
C -6.0357 4.8697 5.9054
N -7.1009 5.7335 5.3865
P -3.3632 -0.4148 3.6411
O -2.7782 -1.6655 3.1745
N -0.9140 -0.0282 1.8486
P 0.3210 -0.5340 2.9739
O 1.4054 0.6454 2.9422
O -0.5487 -0.1912 4.2965
S 1.1056 -2.2230 2.7832
C -0.5520 0.3719 0.4691
O -1.7334 0.1544 -0.2395
Cl 0.7376 -0.5807 -0.2403
H 5.1629 4.5489 2.3041
H 4.9701 4.0089 3.9653
H 4.0517 5.3992 3.3726
H 2.7586 3.1086 3.5362
H 3.7410 2.6035 2.1793
H 2.8058 4.3100 0.7369
H 2.1264 5.1947 2.0923
H 1.8567 1.7524 0.7876
H 1.3171 2.9458 -0.4038
H -0.8487 2.3122 -0.3223
H -0.6444 2.9460 2.3273
H -3.0671 3.0960 2.6076
H -2.6187 2.7487 4.2739
H -5.2947 1.7637 3.1857
H -4.8371 2.1160 4.8655
H -4.9636 4.2908 2.7488
H -6.3655 3.7861 3.6448
H -3.9870 4.4176 5.3734
H -4.7069 5.7654 4.5105
H -6.4510 3.8776 6.1072
H -5.6316 5.2354 6.8527
H -8.0117 5.3153 5.5133
H -7.1259 6.6180 5.8748
H -3.2666 -0.0862 5.0005
H -4.6940 -0.1904 3.2998
H 1.2410 1.3986 3.5198
H -0.1096 -0.5459 5.0805
H -1.6899 0.7071 -1.0321
C 2.7166 -4.7406 0.5190
C 2.5389 -3.9451 -0.7673
C 3.4934 -4.3996 -1.8758
C 4.8953 -4.2126 -1.4954
N 5.9916 -4.0465 -1.1966
H 3.7233 -4.6169 0.9216
H 2.0126 -4.3995 1.2792
H 2.5482 -5.8046 0.3454
H 2.6973 -2.8798 -0.5795
H 1.5179 -4.0631 -1.1352
H 3.3169 -3.8454 -2.7981
H 3.3297 -5.4532 -2.1038
C -4.5378 1.4608 -4.6691
C -3.5473 0.3403 -4.9521
C -2.6178 0.0560 -3.7649
C -1.8043 1.2234 -3.4102
N -1.1686 2.1308 -3.1021
H -4.0243 2.4046 -4.4784
H -5.2019 1.6112 -5.5190
H -5.1566 1.2287 -3.7998
H -2.9409 0.5844 -5.8257
H -4.0784 -0.5840 -5.1826
H -1.9363 -0.7662 -3.9883
H -3.2013 -0.2308 -2.8866
C 5.1390 -7.6851 -4.7531
C 4.0855 -8.7740 -4.6026
C 2.7246 -8.3728 -5.1860
C 2.1733 -7.1893 -4.5248
N 1.7371 -6.2685 -3.9944
H 4.8549 -6.7795 -4.2138
H 6.0983 -8.0170 -4.3577
H 5.2836 -7.4195 -5.8022
H 3.9570 -9.0293 -3.5492
H 4.4078 -9.6828 -5.1123
H 2.0031 -9.1858 -5.0825
H 2.8189 -8.1510 -6.2515
C -1.7937 -8.0433 -6.3996
C -0.8132 -8.0788 -7.5634
C -0.6224 -9.4870 -8.1401
C -0.0968 -10.4164 -7.1380
N 0.3311 -11.1112 -6.3262
H -1.4381 -8.6505 -5.5659
H -1.9245 -7.0243 -6.0366
H -2.7722 -8.4233 -6.6994
H 0.1568 -7.6902 -7.2446
H -1.1619 -7.4328 -8.3707
H 0.0716 -9.4725 -8.9816
H -1.5714 -9.8843 -8.5058
C 4.1940 8.8054 5.0842
C 4.2059 9.8309 3.9594
C 2.8748 9.8980 3.2009
C 2.5390 8.6215 2.5677
N 2.3043 7.6104 2.0767
H 4.0351 7.7974 4.6969
H 5.1421 8.8097 5.6205
H 3.4015 9.0199 5.8040
H 5.0061 9.6048 3.2527
H 4.4085 10.8248 4.3603
H 2.9094 10.6581 2.4192
H 2.0601 10.1617 3.8786
*
```


# 5
Formula: C35H45N8O10SeSr
Source: the OMol25 dataset
Level of theory: ωB97M-V/def2-TZVPD

Values from the calculation:
Gap between HOMO and LUMO   7.954 eV
HOMO energy   -5.6 eV
Molar mass   904.371 g mol⁻¹

ORCA input file:
```
! wB97M-V def2-TZVPD RIJCOSX def2/J DEFGRID3
* xyz -1 1
Sr 0.9567 -0.6731 -0.2826
O -1.7369 3.0390 -0.5008
C -1.1839 1.9830 -0.1821
O 0.0571 1.7238 -0.1522
C -2.0892 0.8002 0.1949
C -3.4728 0.8658 0.1199
C -4.1999 -0.2871 0.3904
C -3.5360 -1.4607 0.7201
C -2.1493 -1.4308 0.7909
N -1.4679 -0.3220 0.5395
C -1.3179 -2.6881 1.1029
O -1.9518 -3.7299 1.2858
O -0.0621 -2.5081 1.1248
H -3.9365 1.8033 -0.1544
H -5.2825 -0.2725 0.3321
H -4.0465 -2.3924 0.9179
O -0.3796 -2.0943 -1.9107
C -0.3615 -3.3130 -2.0446
C 0.7799 -4.1913 -1.9656
C 0.5558 -5.5106 -2.3530
C 1.5967 -6.4036 -2.4567
C 2.9191 -5.9859 -2.2052
C 3.1628 -4.7106 -1.8054
C 2.1078 -3.7483 -1.5882
O 2.3604 -2.6180 -1.1088
N 1.3415 -7.7621 -2.8640
O 0.1942 -8.0895 -3.1317
O 2.2941 -8.5263 -2.9566
H -1.3070 -3.8245 -2.3033
H -0.4488 -5.8382 -2.5885
H 3.7239 -6.6957 -2.3358
H 4.1748 -4.3761 -1.6149
N 2.3038 1.2019 -4.0545
C 2.1865 1.3798 -2.6936
N 1.6908 2.5713 -2.2806
O 2.5749 0.5025 -1.9110
H 1.5885 1.6505 -4.6072
H 2.4634 0.2358 -4.2929
H 1.0539 3.0043 -2.9344
H 1.2815 2.5203 -1.3447
C -2.2676 -0.1846 -3.8963
N -2.8057 1.1645 -3.8501
C -4.1440 1.2770 -3.3017
C -1.9111 2.1969 -3.7971
O -0.6982 2.0058 -3.7479
N -2.4572 3.4673 -3.7695
C -3.4779 3.8367 -4.7276
C -1.5515 4.5348 -3.3865
H -3.0002 -0.8400 -4.3707
H -2.0416 -0.5669 -2.8974
H -1.3478 -0.1941 -4.4736
H -4.2732 0.5308 -2.5142
H -4.9104 1.1091 -4.0651
H -4.2851 2.2612 -2.8606
H -3.9715 2.9521 -5.1231
H -3.0391 4.3847 -5.5712
H -4.2323 4.4767 -4.2629
H -1.0219 4.2480 -2.4804
H -2.1463 5.4222 -3.1657
H -0.8385 4.7807 -4.1844
C 1.9280 0.1336 5.9669
C 2.3905 -1.3122 5.8323
C 1.2936 -2.2432 5.3183
C 0.9682 -2.0657 3.8388
N 2.0563 -2.5407 2.9961
C 2.9517 -1.7866 2.3221
Se 2.9689 0.0643 2.2033
N 3.7958 -2.6293 1.6766
C 4.8977 -2.2510 0.8058
C 6.2471 -2.5139 1.4666
C 6.5389 -1.6026 2.6575
C 6.8674 -0.1718 2.2484
C 3.3945 -3.9396 1.8958
C 3.8781 -5.1470 1.4158
C 3.1831 -6.2895 1.7765
C 2.0443 -6.2247 2.5850
C 1.5692 -5.0182 3.0706
C 2.2756 -3.8802 2.7173
H 2.7290 0.7699 6.3463
H 1.0826 0.2081 6.6560
H 1.6254 0.5425 5.0027
H 2.7400 -1.6765 6.8024
H 3.2510 -1.3568 5.1576
H 0.3740 -2.0747 5.8878
H 1.5773 -3.2864 5.4879
H 0.7918 -1.0240 3.5761
H 0.0831 -2.6281 3.5474
H 4.7597 -1.1994 0.5597
H 4.7815 -2.8130 -0.1201
H 7.0258 -2.3885 0.7075
H 6.2850 -3.5605 1.7826
H 7.3726 -2.0216 3.2275
H 5.6757 -1.6008 3.3306
H 7.7488 -0.1446 1.6022
H 7.0711 0.4500 3.1215
H 6.0345 0.2876 1.7155
H 4.7385 -5.1943 0.7628
H 3.5119 -7.2498 1.4012
H 1.5093 -7.1360 2.8167
H 0.6641 -4.9621 3.6589
*
```


# 6
Formula: C14H26N4O5
Source: the OMol25 dataset
Level of theory: ωB97M-V/def2-TZVPD

Values from the calculation:
Gap between HOMO and LUMO   8.817 eV
HOMO energy   -8.5 eV
Molar mass   330.385 g mol⁻¹
SMILES string   CNC(=O)[C@@H](CCCC[NH3+])NC(=O)[C@@H](CCC(=O)[O-])NC(C)=O

ORCA input file:
```
! wB97M-V def2-TZVPD RIJCOSX def2/J DEFGRID3
* xyz 0 1
O 2.9583 0.9110 0.1743
O 2.3618 -1.1643 -3.4196
O -1.3756 2.2055 0.4622
O -4.1317 -0.9496 2.3622
O 0.4872 -1.0337 -2.4076
C 2.5331 2.0258 0.2690
C 1.4123 -0.4892 -3.0782
C -0.9020 1.2546 -0.1139
C -3.3709 -0.2129 1.7175
N -3.8199 1.0084 1.5206
N 1.3587 2.3712 -0.2123
N -1.4742 0.0327 -0.0015
C 3.2574 2.9711 1.0920
C -5.0056 1.6743 2.1244
C 1.2838 1.0289 -3.2992
C -0.5196 -2.7353 0.4740
C 0.8395 -2.3145 0.9596
C 0.3374 1.7315 -2.4028
C -1.8162 -2.0913 1.1347
C 1.8512 -3.1051 0.1087
C 0.4779 1.4050 -0.8511
C -1.9733 -0.5522 1.2640
N 2.6979 -2.1701 -0.6463
H -3.1637 1.5227 1.0200
H 0.9508 3.1989 0.1980
H -1.0312 -0.5935 -0.6123
H 3.3309 2.6962 2.1714
H 4.2360 3.1402 0.6426
H 2.7085 3.8112 1.0149
H -5.8900 1.0302 2.0006
H -4.8165 1.8485 3.1877
H -5.2028 2.6404 1.6477
H 2.2617 1.4684 -3.1331
H 1.0095 1.2227 -4.3347
H -0.5782 -2.4305 -0.5212
H -0.5822 -3.8010 0.5656
H 1.0826 -2.5940 1.9586
H 0.9283 -1.2185 0.7567
H 0.2345 2.7784 -2.6330
H -0.6496 1.4091 -2.7537
H -2.5579 -2.6323 0.5488
H -1.6678 -2.5219 2.1378
H 2.4677 -3.8108 0.7049
H 1.3435 -3.7631 -0.4960
H 0.8515 0.4039 -0.7896
H -1.3687 -0.0541 2.0904
H 3.1405 -1.4183 -0.0335
H 2.0810 -1.6715 -1.3767
H 3.4140 -2.4635 -1.1926
*
```


# 7
Formula: C6H7NO
Source: the OMol25 dataset
Level of theory: ωB97M-V/def2-TZVPD

Values from the calculation:
Gap between HOMO and LUMO   8.833 eV
HOMO energy   -9.4 eV
Molar mass   109.128 g mol⁻¹

ORCA input file:
```
! wB97M-V def2-TZVPD RIJCOSX def2/J DEFGRID3
* xyz 0 1
C -2.2448 -0.5696 -1.5074
C -1.2373 0.0403 -0.3864
C -0.1675 -1.0067 -0.3480
C 0.5025 -1.4076 0.9363
C 1.2094 -0.2434 1.2244
C 1.0497 0.9638 0.4118
H -3.8226 0.0887 -1.2494
H -2.4852 -2.2186 -1.8090
H -1.2118 -0.1037 -2.2970
H -1.4714 0.5082 0.5353
H 0.1165 -1.8935 -0.9336
H 0.5903 -2.4357 1.3170
H 1.7396 0.0133 2.2588
N 0.2504 0.3703 -0.7930
O 1.2651 2.0987 0.7180
*
```


# 8
Formula: C23H51BNO8
Source: the OMol25 dataset
Level of theory: ωB97M-V/def2-TZVPD

Values from the calculation:
Gap between HOMO and LUMO   7.042 eV
HOMO energy   -4.7 eV
Molar mass   480.472 g mol⁻¹

ORCA input file:
```
! wB97M-V def2-TZVPD RIJCOSX def2/J DEFGRID3
* xyz -1 1
C 3.6847 1.6126 1.1348
C 3.7285 1.3393 -0.5147
C 3.8299 2.7163 -1.3982
C 2.3507 3.3156 -1.8774
O 1.5965 2.3733 -2.7183
B 0.2169 2.1662 -2.2361
C -0.8465 3.4624 -2.2823
O -1.9951 3.2085 -3.1655
C -3.2733 3.6035 -2.5538
O -3.5808 2.9529 -1.2712
C -4.8141 2.1536 -1.3261
C -5.0112 1.3262 0.1143
O -6.4127 0.8690 0.3147
O 0.4470 1.5085 -0.9219
C -0.5537 0.5316 -0.4647
C -1.2699 1.3259 0.7818
C -0.0370 1.7082 1.8453
N -0.5741 2.0301 3.2234
C -1.3527 0.3260 -1.8814
C -1.4217 -1.1507 -2.5898
C -0.2286 -2.1881 -2.1567
C 0.1798 -3.2910 -3.2994
C 0.6681 -4.6537 -2.4639
C 1.8423 -4.2610 -1.3723
C 1.3292 -4.2069 0.1862
C 1.8764 -2.8485 0.9838
C 2.3639 -3.1737 2.5148
C 1.6956 -2.2226 3.6726
C 0.0765 -1.9700 3.5040
O -0.6632 -3.2553 3.5123
C -2.1044 -3.0245 3.1796
O -0.6270 1.1256 -2.9238
H 2.9362 2.4604 1.4349
H 4.7394 1.8400 1.5884
H 3.3277 0.5918 1.6280
H 2.8892 0.5906 -0.8570
H 4.7584 0.7602 -0.6861
H 4.4077 2.4259 -2.4017
H 4.4783 3.5510 -0.8726
H 1.7329 3.7785 -0.9841
H 2.6190 4.2420 -2.5814
H -0.2166 4.3504 -2.7655
H -1.1176 3.8118 -1.1991
H -3.3100 4.7893 -2.4458
H -4.1311 3.3486 -3.3437
H -5.8010 2.7892 -1.4452
H -4.6883 1.3246 -2.1424
H -4.6383 1.9642 1.0468
H -4.3526 0.3364 0.1221
H -6.4716 0.2503 1.1206
H -0.2176 -0.4690 0.0407
H -1.7324 2.3802 0.4784
H -2.1146 0.7100 1.3289
H 0.4845 2.6889 1.4075
H 0.7803 0.8456 1.8440
H 0.2249 2.2122 3.8694
H -1.1366 1.1959 3.5021
H -2.4842 0.6335 -1.7609
H -2.4478 -1.7254 -2.4024
H -1.3576 -0.9838 -3.7511
H 0.7277 -1.5610 -1.9079
H -0.6436 -2.8079 -1.2246
H 1.1210 -2.9030 -3.9039
H -0.6811 -3.5681 -4.0457
H -0.2947 -4.9841 -1.8460
H 0.9864 -5.4920 -3.2170
H 2.3568 -3.2481 -1.7111
H 2.6553 -5.1314 -1.4247
H 0.1417 -4.2259 0.2978
H 1.7420 -5.1594 0.7299
H 1.0410 -2.0349 0.8870
H 2.7876 -2.4594 0.3198
H 2.1584 -4.3144 2.7161
H 3.5380 -2.9917 2.5473
H 1.8241 -2.8094 4.7031
H 2.2365 -1.1932 3.8061
H -0.1785 -1.2883 2.5665
H -0.2495 -1.3292 4.4566
H -2.2489 -3.0343 2.0101
H -2.7601 -3.8351 3.7246
H -2.4266 -1.9563 3.5719
O 2.6759 3.7145 3.0455
H 3.1998 4.1268 3.7486
H 2.0097 4.3833 2.8270
*
```


# 9
Formula: C6H5ClNO3P
Source: the OMol25 dataset
Level of theory: ωB97M-V/def2-TZVPD

Values from the calculation:
Gap between HOMO and LUMO (spin up / spin down)   7.924 / 5.108 eV
HOMO energy (spin up / spin down)   -10.5 / -9.2 eV
Molar mass   205.537 g mol⁻¹

ORCA input file:
```
! wB97M-V def2-TZVPD RIJCOSX def2/J DEFGRID3
* xyz 0 1
C -2.4807 0.4574 0.1528
C -1.4775 1.3749 0.4338
C -2.1805 -0.7789 -0.4035
C -0.1589 1.0639 0.1591
C -0.8680 -1.1103 -0.6776
C 0.1199 -0.1875 -0.3632
N 2.7138 -0.7702 0.9089
O 3.7344 -1.3871 0.8696
O 2.1739 -0.2068 1.8179
O 1.9837 -1.9359 -1.4388
P 1.8058 -0.7055 -0.6922
Cl 2.7914 2.9145 -0.5696
H -3.5087 0.7136 0.3550
H -1.7293 2.3363 0.8527
H -2.9679 -1.4846 -0.6222
H 0.6428 1.7686 0.3231
H -0.5942 -2.0623 -1.1059
*
```